Molecular formula: C45H119B2F8N7O15
Method: DFT, the ωB97M-V functional and the def2-TZVPD basis

Bonds (Å) are listed after each position.
Geometry (Å):
1 C 4.115 -14.634 -7.536  C2 1.538, H5 1.084, H6 1.103, H7 1.096
2 C 2.804 -13.848 -7.704  C1 1.538, C3 1.524, O4 1.372, H8 1.122
3 C 1.793 -14.796 -8.338  C2 1.524, H9 1.103, H10 1.091, H11 1.097
4 O 2.370 -13.305 -6.521  C2 1.372
5 H 4.899 -14.073 -7.040  C1 1.084
6 H 4.508 -14.915 -8.527  C1 1.103
7 H 3.926 -15.605 -7.064  C1 1.096
8 H 3.017 -13.062 -8.476  C2 1.122
9 H 0.927 -14.272 -8.778  C3 1.103
10 H 1.265 -15.462 -7.653  C3 1.091
11 H 2.256 -15.301 -9.194  C3 1.097
12 C 3.296 -8.849 -9.149  O13 1.411, H23 1.094, H24 1.092, H25 1.097
13 O 3.682 -9.287 -7.864  C12 1.411, C14 1.415
14 C 2.556 -9.547 -7.048  O13 1.415, C15 1.501, H26 1.105, H27 1.100
15 C 2.890 -9.899 -5.628  C14 1.501, N16 1.493, H28 1.082, H29 1.090
16 N 3.858 -11.034 -5.575  C15 1.493, H17 1.060, H18 1.029, C19 1.479
17 H 3.349 -11.908 -5.893  N16 1.060
18 H 4.661 -10.964 -6.214  N16 1.029
19 C 4.424 -11.287 -4.232  N16 1.479, C20 1.516, H30 1.090, H31 1.089
20 C 5.439 -12.411 -4.295  C19 1.516, O21 1.403, H32 1.098, H33 1.092
21 O 6.273 -12.133 -5.389  C20 1.403, C22 1.392
22 C 7.440 -12.893 -5.367  O21 1.392, H34 1.093, H35 1.089, H36 1.093
23 H 4.199 -8.883 -9.764  C12 1.094
24 H 2.955 -7.812 -9.162  C12 1.092
25 H 2.583 -9.558 -9.590  C12 1.097
26 H 1.938 -10.326 -7.531  C14 1.105
27 H 1.918 -8.651 -7.030  C14 1.100
28 H 2.047 -10.248 -5.047  C15 1.082
29 H 3.403 -9.076 -5.129  C15 1.090
30 H 3.592 -11.563 -3.585  C19 1.090
31 H 4.888 -10.394 -3.815  C19 1.089
32 H 4.903 -13.353 -4.471  C20 1.098
33 H 5.980 -12.441 -3.347  C20 1.092
34 H 8.063 -12.640 -4.505  C22 1.093
35 H 8.010 -12.655 -6.263  C22 1.089
36 H 7.219 -13.964 -5.372  C22 1.093
37 C 0.931 -11.653 -2.730  O38 1.400, H48 1.092, H49 1.105, H50 1.092
38 O 0.984 -12.797 -3.535  C37 1.400, C39 1.431
39 C -0.272 -13.482 -3.522  O38 1.431, C40 1.511, H51 1.099, H52 1.097
40 C -0.310 -14.495 -4.643  C39 1.511, N41 1.496, H53 1.084, H54 1.086
41 N 1.018 -15.140 -4.883  C40 1.496, H42 1.031, H43 1.055, C44 1.475
42 H 0.872 -15.786 -5.673  N41 1.031
43 H 1.680 -14.391 -5.218  N41 1.055
44 C 1.474 -15.977 -3.757  N41 1.475, C45 1.515, H55 1.086, H56 1.103
45 C 1.104 -17.434 -3.948  C44 1.515, O46 1.398, H57 1.095, H58 1.094
46 O 1.335 -17.819 -5.272  C45 1.398, C47 1.416
47 C 2.645 -18.284 -5.539  O46 1.416, H59 1.098, H60 1.083, H61 1.099
48 H 0.482 -11.833 -1.751  C37 1.092
49 H 0.376 -10.850 -3.248  C37 1.105
50 H 1.916 -11.208 -2.572  C37 1.092
51 H -1.118 -12.810 -3.723  C39 1.099
52 H -0.413 -13.954 -2.542  C39 1.097
53 H -0.513 -14.049 -5.610  C40 1.084
54 H -1.067 -15.260 -4.494  C40 1.086
55 H 1.302 -15.494 -2.800  C44 1.086
56 H 2.575 -15.947 -3.807  C44 1.103
57 H 0.040 -17.603 -3.754  C45 1.095
58 H 1.610 -18.056 -3.204  C45 1.094
59 H 3.343 -17.439 -5.618  C47 1.098
60 H 2.607 -18.923 -6.412  C47 1.083
61 H 3.050 -18.867 -4.700  C47 1.099
62 C 6.064 -11.122 -8.896  O63 1.415, H73 1.100, H74 1.095, H75 1.076
63 O 7.213 -10.906 -9.692  C62 1.415, C64 1.393
64 C 7.550 -9.595 -10.024  O63 1.393, C65 1.517, H76 1.102, H77 1.103
65 C 8.921 -9.649 -10.670  C64 1.517, N66 1.511, H78 1.089, H79 1.080
66 N 9.790 -10.539 -9.813  C65 1.511, H67 1.020, H68 1.041, C69 1.492
67 H 9.977 -10.103 -8.911  N66 1.020
68 H 9.181 -11.374 -9.677  N66 1.041
69 C 10.983 -11.117 -10.498  N66 1.492, C70 1.505, H80 1.090, H81 1.088
70 C 11.734 -12.031 -9.565  C69 1.505, O71 1.391, H82 1.100, H83 1.091
71 O 10.802 -12.764 -8.838  C70 1.391, C72 1.415
72 C 11.371 -13.277 -7.648  O71 1.415, H84 1.092, H85 1.086, H86 1.107
73 H 5.185 -11.224 -9.548  C62 1.100
74 H 5.828 -10.295 -8.218  C62 1.095
75 H 6.203 -12.023 -8.326  C62 1.076
76 H 7.529 -8.920 -9.152  C64 1.102
77 H 6.849 -9.116 -10.728  C64 1.103
78 H 9.432 -8.693 -10.566  C65 1.089
79 H 8.894 -10.033 -11.679  C65 1.080
80 H 11.594 -10.288 -10.855  C69 1.090
81 H 10.608 -11.634 -11.378  C69 1.088
82 H 12.371 -11.421 -8.908  C70 1.100
83 H 12.394 -12.723 -10.090  C70 1.091
84 H 12.306 -13.833 -7.748  C72 1.092
85 H 10.623 -13.854 -7.112  C72 1.086
86 H 11.624 -12.441 -6.968  C72 1.107
87 C -0.075 -9.995 -11.497  O88 1.417, H98 1.088, H99 1.090, H100 1.099
88 O -0.018 -10.840 -10.361  C87 1.417, C89 1.404
89 C -1.269 -11.390 -10.039  O88 1.404, C90 1.515, H101 1.097, H102 1.094
90 C -1.232 -11.877 -8.605  C89 1.515, N91 1.492, H103 1.084, H104 1.086
91 N -1.027 -10.717 -7.689  C90 1.492, H92 1.026, H93 1.028, C94 1.540
92 H -0.138 -10.224 -7.824  N91 1.026
93 H -1.750 -10.030 -7.939  N91 1.028
94 C -1.323 -11.009 -6.207  N91 1.540, C95 1.492, H105 1.089, H106 1.091
95 C -1.336 -9.712 -5.470  C94 1.492, O96 1.406, H107 1.097, H108 1.099
96 O -0.029 -9.194 -5.466  C95 1.406, C97 1.428
97 C 0.114 -8.066 -4.601  O96 1.428, H109 1.092, H110 1.100, H111 1.089
98 H 0.911 -9.598 -11.728  C87 1.088
99 H -0.810 -9.192 -11.431  C87 1.090
100 H -0.329 -10.642 -12.349  C87 1.099
101 H -1.354 -12.314 -10.623  C89 1.097
102 H -2.105 -10.707 -10.214  C89 1.094
103 H -0.418 -12.585 -8.493  C90 1.084
104 H -2.215 -12.274 -8.368  C90 1.086
105 H -0.595 -11.767 -5.921  C94 1.089
106 H -2.305 -11.476 -6.302  C94 1.091
107 H -1.654 -9.859 -4.430  C95 1.097
108 H -2.033 -8.982 -5.903  C95 1.099
109 H 1.061 -7.582 -4.846  C97 1.092
110 H 0.271 -8.396 -3.563  C97 1.100
111 H -0.706 -7.352 -4.650  C97 1.089
112 C 1.460 -12.617 -13.444  O113 1.393, H123 1.108, H124 1.085, H125 1.092
113 O 2.546 -13.463 -13.237  C112 1.393, C114 1.410
114 C 3.289 -13.156 -12.079  O113 1.410, C115 1.492, H126 1.095, H127 1.103
115 C 4.393 -14.159 -12.062  C114 1.492, N116 1.493, H128 1.090, H129 1.093
116 N 5.280 -14.024 -13.256  C115 1.493, H117 1.025, H118 1.034, C119 1.477
117 H 5.711 -14.914 -13.526  N116 1.025
118 H 4.640 -13.788 -14.033  N116 1.034
119 C 6.305 -12.962 -13.191  N116 1.477, C120 1.514, H130 1.091, H131 1.085
120 C 7.276 -13.210 -14.325  C119 1.514, O121 1.388, H132 1.093, H133 1.098
121 O 6.655 -13.391 -15.554  C120 1.388, C122 1.420
122 C 6.058 -12.219 -16.089  O121 1.420, H134 1.085, H135 1.094, H136 1.099
123 H 0.881 -12.501 -12.506  C112 1.108
124 H 0.700 -13.074 -14.070  C112 1.085
125 H 1.747 -11.596 -13.703  C112 1.092
126 H 2.692 -13.239 -11.165  C114 1.095
127 H 3.696 -12.135 -12.176  C114 1.103
128 H 4.000 -15.177 -12.076  C115 1.090
129 H 5.032 -14.122 -11.176  C115 1.093
130 H 6.840 -13.141 -12.256  C119 1.091
131 H 5.800 -12.005 -13.272  C119 1.085
132 H 7.779 -14.158 -14.117  C120 1.093
133 H 8.054 -12.435 -14.344  C120 1.098
134 H 5.534 -12.460 -17.008  C122 1.085
135 H 6.837 -11.488 -16.328  C122 1.094
136 H 5.323 -11.773 -15.405  C122 1.099
137 C 9.342 -21.072 -11.894  O138 1.419, H148 1.092, H149 1.090, H150 1.091
138 O 8.331 -20.130 -12.214  C137 1.419, C139 1.421
139 C 8.400 -19.713 -13.570  O138 1.421, C140 1.504, H151 1.100, H152 1.093
140 C 7.213 -18.818 -13.800  C139 1.504, N141 1.506, H153 1.090, H154 1.088
141 N 5.887 -19.529 -13.884  C140 1.506, H142 1.025, H143 1.022, C144 1.494
142 H 5.235 -18.742 -13.803  N141 1.025
143 H 5.771 -19.974 -14.796  N141 1.022
144 C 5.566 -20.505 -12.799  N141 1.494, C145 1.495, H155 1.081, H156 1.094
145 C 5.283 -19.787 -11.519  C144 1.495, O146 1.419, H157 1.100, H158 1.097
146 O 4.091 -19.040 -11.708  C145 1.419, C147 1.415
147 C 3.979 -17.994 -10.761  O146 1.415, H159 1.096, H160 1.096, H161 1.099
148 H 9.193 -22.029 -12.399  C137 1.092
149 H 9.249 -21.256 -10.823  C137 1.090
150 H 10.333 -20.643 -12.049  C137 1.091
151 H 8.372 -20.595 -14.226  C139 1.100
152 H 9.328 -19.146 -13.677  C139 1.093
153 H 7.364 -18.275 -14.733  C140 1.090
154 H 7.107 -18.116 -12.976  C140 1.088
155 H 6.326 -21.272 -12.743  C144 1.081
156 H 4.633 -20.963 -13.138  C144 1.094
157 H 6.153 -19.168 -11.251  C145 1.100
158 H 5.191 -20.492 -10.684  C145 1.097
159 H 4.780 -17.259 -10.900  C147 1.096
160 H 3.874 -18.337 -9.725  C147 1.096
161 H 3.061 -17.402 -10.873  C147 1.099
162 C -0.213 -17.235 -10.149  O163 1.425, H173 1.091, H174 1.086, H175 1.100
163 O 0.153 -18.507 -10.676  C162 1.425, C164 1.347
164 C 0.642 -19.339 -9.735  O163 1.347, C165 1.497, H176 1.105, H177 1.100
165 C 1.165 -20.594 -10.361  C164 1.497, N166 1.529, H178 1.089, H179 1.092
166 N -0.001 -21.250 -11.102  C165 1.529, H167 1.029, H168 1.032, C169 1.473
167 H -0.663 -21.583 -10.388  N166 1.029
168 H -0.511 -20.507 -11.604  N166 1.032
169 C 0.342 -22.391 -11.968  N166 1.473, C170 1.523, H180 1.096, H181 1.089
170 C -0.901 -22.855 -12.714  C169 1.523, O171 1.377, H182 1.094, H183 1.099
171 O -1.963 -23.037 -11.856  C170 1.377, C172 1.437
172 C -1.963 -24.316 -11.198  O171 1.437, H184 1.088, H185 1.086, H186 1.103
173 H -0.634 -17.373 -9.153  C162 1.091
174 H -0.885 -16.678 -10.795  C162 1.086
175 H 0.621 -16.523 -10.057  C162 1.100
176 H -0.115 -19.676 -9.004  C164 1.105
177 H 1.438 -18.897 -9.120  C164 1.100
178 H 1.502 -21.375 -9.680  C165 1.089
179 H 1.925 -20.524 -11.141  C165 1.092
180 H 0.694 -23.228 -11.355  C169 1.096
181 H 1.212 -22.152 -12.577  C169 1.089
182 H -0.671 -23.709 -13.358  C170 1.094
183 H -1.133 -22.039 -13.413  C170 1.099
184 H -2.023 -25.154 -11.889  C172 1.088
185 H -2.779 -24.295 -10.483  C172 1.086
186 H -1.062 -24.426 -10.572  C172 1.103
187 B 7.897 -15.871 -11.133  F188 1.425, F189 1.453, F190 1.380, F191 1.417
188 F 8.463 -14.571 -10.993  B187 1.425
189 F 7.179 -15.875 -12.396  B187 1.453
190 F 8.794 -16.920 -11.162  B187 1.380
191 F 6.959 -16.051 -10.086  B187 1.417
192 B -2.368 -15.337 -7.488  F193 1.420, F194 1.433, F195 1.389, F196 1.428
193 F -2.316 -15.256 -8.905  B192 1.420
194 F -2.247 -14.027 -6.923  B192 1.433
195 F -3.606 -15.852 -7.124  B192 1.389
196 F -1.308 -16.173 -7.020  B192 1.428

Properties
- gap between HOMO and LUMO (eV) = 8.15
- HOMO energy (eV) = -15.24
- M (u) = 1172.1
- lowest unoccupied orbital energy (eV) = -7.092
- energy above the lowest of the compared OMol25 structures with the same formula, charge and spin (kJ/mol) = 0.0
- calculated total energy (eV) = -112803.604
- charge = +4